Record 1
Molecular formula: C21H30N4O3S
Method: DFT, ωB97M-V/def2-TZVPD

```
59
Properties=species:S:1:pos:R:3
C -5.60514 1.10791 0.53856
N -4.51340 1.12794 1.49507
C -4.68475 2.09604 2.56246
C -3.24027 0.68540 1.13123
C -2.61201 1.16006 -0.03955
C -1.30958 0.77734 -0.34517
C -0.69122 -0.21849 0.40751
C 0.71607 -0.76565 0.12747
C 1.80626 -0.02949 0.77408
C 3.07669 -0.68088 0.93965
O 3.30911 -1.84875 0.57100
N 4.10363 0.10164 1.53167
C 5.38539 -0.55513 1.73517
C 4.14939 1.47920 1.33778
S 5.57112 2.36970 1.28527
N 2.90042 2.06122 1.22496
C 2.85726 3.51610 1.41348
C 1.69775 1.29619 1.32941
O 0.69258 1.81180 1.83362
C -1.31385 -0.71615 1.55046
C -2.54406 -0.23208 1.95399
H -5.57525 0.16883 -0.03004
H -6.54621 1.15965 1.10111
H -5.56010 1.96296 -0.15526
H -3.91656 1.97381 3.32985
H -4.63896 3.12864 2.18220
H -5.67326 1.94629 3.00836
H -3.11877 1.87841 -0.68515
H -0.78130 1.25789 -1.17363
H 0.75635 -1.73149 0.64953
H 5.92074 0.02537 2.48735
H 5.21199 -1.57758 2.06121
H 5.97731 -0.54404 0.81280
H 1.82506 3.86264 1.36353
H 3.31099 3.76751 2.38197
H 3.48136 3.97467 0.63739
H -0.80807 -1.48494 2.13804
H -3.02401 -0.60906 2.85853
C -2.38880 -3.36523 -0.65322
O -1.39018 -2.40019 -0.93860
C -1.05423 -2.20859 -2.28415
C 0.01490 -1.12189 -2.39535
C 0.82541 -1.21873 -3.67391
C 2.09989 -0.43072 -3.39284
C 2.25401 -0.32596 -1.87400
N 1.05373 -1.09943 -1.28362
H -2.72807 -3.14118 0.36090
H -3.25037 -3.33478 -1.34439
H -1.95674 -4.37723 -0.67270
H -0.70625 -3.15862 -2.74310
H -1.91500 -1.82559 -2.87351
H -0.47461 -0.14136 -2.35847
H 1.03157 -2.27196 -3.91400
H 0.23211 -0.80244 -4.49282
H 2.99378 -0.89307 -3.82797
H 2.01470 0.58827 -3.78601
H 3.16483 -0.80612 -1.49125
H 2.21027 0.70516 -1.49114
H 1.37635 -2.07381 -1.19583
```

Properties
Frontier orbital gap ... 7.46 eV
SMILES ... COC[C@@H]1CCC[N@H+]1[C@H](c1ccc(N(C)C)cc1)c1c([O-])n(C)c(=S)n(C)c1=O
Net charge ... 0
E_HOMO ... -7.25 eV
E_LUMO ... 0.21 eV

=====

Record 2
Molecular formula: CH3IO4S
Method: DFT, ωB97M-V/def2-TZVPD

```
10
Properties=species:S:1:pos:R:3
C 0.71349 -1.35531 0.09231
O 1.02953 1.23345 0.68144
O -1.31331 1.55164 1.24543
O -0.47296 -0.63002 0.36406
O -0.53585 1.56497 -1.06540
S -0.32926 0.98955 0.43048
I -2.25141 1.43994 -1.79533
H 0.66609 -2.51217 0.34416
H 1.54104 -1.00220 0.67008
H 0.95264 -1.27984 -0.96723
```

Properties
Frontier orbital gap ... 9.30 eV
Net charge ... 0
E_HOMO ... -10.14 eV
E_LUMO ... -0.84 eV

=====

Record 3
Molecular formula: C7H17N3O2
Method: DFT, ωB97M-V/def2-TZVPD

```
29
Properties=species:S:1:pos:R:3
N 0.43186 1.53456 1.49863
C 1.30007 0.41981 1.15333
C 0.40545 -0.79792 0.98709
C -0.36507 -0.86890 -0.32116
N 0.57123 -0.98461 -1.41968
C 1.21525 -2.27147 -1.39836
C 2.08424 -2.34244 -0.14829
N 1.24169 -2.06955 1.06956
H -0.32564 1.54397 0.80593
H 0.91309 2.40971 1.34136
H 2.01639 0.23925 1.97064
H 1.88123 0.56433 0.23153
H -0.30029 -0.81846 1.82205
H -0.98594 0.02861 -0.44031
H -1.02939 -1.75568 -0.27452
H 0.16444 -0.72926 -2.30473
H 0.48833 -3.10629 -1.36444
H 1.85685 -2.41641 -2.26897
H 2.86262 -1.58066 -0.17612
H 2.53258 -3.33251 -0.03218
H 0.61863 -2.86269 1.21906
H 1.84744 -2.00669 1.88665
C -3.40492 3.14163 -0.71431
C -1.94365 2.91201 -0.30868
O -1.39022 3.73915 0.42602
O -1.40096 1.85588 -0.77559
H -3.78934 4.06069 -0.27721
H -3.47977 3.19494 -1.80144
H -4.01618 2.29899 -0.38588
```

Properties
Frontier orbital gap ... 6.55 eV
Net charge ... 0
E_HOMO ... -7.16 eV
E_LUMO ... -0.62 eV

=====

Record 4
Molecular formula: C13H19N5NaO2S2
Method: DFT, ωB97M-V/def2-TZVPD

```
42
Properties=species:S:1:pos:R:3
Na -0.04047 -0.93142 -0.69896
N 1.01546 2.28993 1.52084
C -0.26239 2.45106 2.27313
C -0.90174 1.05551 2.41794
N 0.06194 0.04026 1.96938
C 1.30937 0.15755 2.72364
C 2.00588 1.45670 2.25911
H 1.41312 3.19428 1.27702
H 0.75856 1.83110 0.61794
H -0.90198 3.12896 1.71420
H -0.03385 2.90028 3.23748
H -1.79026 0.96915 1.79735
H -1.18489 0.90796 3.46380
H -0.36834 -0.87129 2.07364
H 1.94928 -0.69844 2.52290
H 1.13944 0.19706 3.80446
H 2.83668 1.25700 1.58664
H 2.37593 2.03322 3.10326
N -7.92836 -0.86478 -2.66763
C -6.62165 -0.69103 -2.30681
C -6.29498 -0.17978 -1.03874
C -4.98169 0.02260 -0.68259
C -3.97139 -0.27886 -1.59158
C -4.26952 -0.79601 -2.84768
C -5.58603 -1.00094 -3.20133
S -2.30978 -0.04998 -1.15315
O -1.44471 -0.69588 -2.14380
O -2.05972 -0.64280 0.16640
N -2.07484 1.51999 -1.13228
C -0.86389 1.97544 -1.48475
S -0.75098 3.44630 -2.42879
C 0.96781 3.28564 -2.50502
C 1.35056 2.17253 -1.85671
N 0.34013 1.44441 -1.22686
H -8.65379 -0.77891 -1.98007
H -8.15392 -1.35901 -3.51100
H -7.08861 0.05404 -0.33761
H -4.73226 0.41547 0.29684
H -3.46629 -1.03058 -3.53487
H -5.82617 -1.40436 -4.17837
H 1.58494 3.99851 -3.03234
H 2.37440 1.82800 -1.76895
```

Properties
Frontier orbital gap ... 7.43 eV
Net charge ... +1
E_HOMO ... -10.21 eV
E_LUMO ... -2.78 eV

=====

Record 5
Molecular formula: C46H40Br2Cl3N10O6S3Ti
Method: DFT, ωB97M-V/def2-TZVPD

```
111
Properties=species:S:1:pos:R:3
Ti 0.48800 -1.68648 0.06718
C 2.14379 -2.32539 -4.43548
C 2.67145 -0.88480 -4.37364
N 1.98694 0.09246 -3.89730
C 2.66372 1.28166 -4.11282
C 3.90957 1.14887 -4.62095
S 4.27613 -0.43795 -4.96135
C 1.97518 2.46365 -3.60668
C 2.22083 3.76619 -3.86960
S 0.94243 4.79078 -3.32640
C 0.22333 3.44615 -2.64277
N 0.86695 2.32052 -2.79066
C -0.86820 3.50994 -1.64287
H 2.82238 -2.99733 -3.85704
H 2.06138 -2.71881 -5.51591
H 1.18324 -2.27483 -4.03670
H 4.71860 1.88219 -4.58308
H 2.87442 4.22073 -4.60337
H -0.69363 2.62318 -1.02470
H -1.82966 3.40610 -2.07958
H -0.86639 4.40957 -1.03034
C -1.04242 -4.90861 0.47410
C 0.25692 -4.83369 -0.31689
C 0.78257 -6.01580 -0.86371
C 2.08031 -6.10755 -1.33756
C 2.85259 -4.95858 -1.37660
C 4.05520 -4.84359 -2.04442
Br 4.91955 -6.30502 -2.92598
C 4.70978 -3.66511 -2.10331
C 4.15498 -2.47811 -1.52599
Br 5.14120 -0.91928 -1.82830
C 2.92621 -2.50025 -0.91455
O 2.36182 -1.43855 -0.42268
C 2.23328 -3.78896 -0.82917
N 1.03375 -3.75697 -0.27924
H -0.84414 -5.03685 1.58109
H -1.62806 -5.81943 0.17697
H -1.67326 -4.04880 0.27057
H 0.09424 -6.86272 -0.93853
H 2.37399 -7.15609 -1.64181
H 5.65722 -3.65118 -2.65221
O 0.02412 -1.74115 7.04345
C 1.04658 -2.18823 6.52603
O 2.17916 -2.48527 6.98020
C 0.99563 -2.18702 4.92271
C 2.17362 -2.22893 4.14016
C 2.05763 -2.19747 2.80345
N 0.86884 -2.05740 2.17436
C -0.26263 -2.02314 2.87150
C -0.19851 -2.19173 4.24981
C -1.52704 -1.91373 2.08325
O -2.65284 -1.74309 2.51658
O -1.23993 -1.97487 0.77861
H 3.19002 -2.40172 4.52652
H 2.87271 -2.30592 2.12345
H -1.08441 -2.27996 4.82117
Cl 1.79733 1.80159 8.65826
C 0.94820 2.09216 7.16264
C 1.29224 3.10057 6.19074
C 0.49047 3.30285 5.08438
C -0.60796 2.44855 4.77531
C -1.51670 2.74940 3.58413
C -0.79023 3.22801 2.31355
N 0.06907 2.24750 1.71724
C 1.33426 2.43033 1.20820
C 1.61389 1.35177 0.45833
N 0.49351 0.48735 0.44783
C -0.42906 1.05318 1.22815
O -2.45176 3.81113 3.87404
C -3.82211 3.48899 3.62154
C -4.07866 3.56570 2.13390
C -4.13910 2.51569 1.26331
Cl -4.16506 0.86676 1.80086
S -4.22054 3.00033 -0.36539
C -4.09902 4.70100 0.13153
C -4.04993 4.82034 1.42302
C -0.89130 1.50085 5.74067
Cl -2.25955 0.42803 5.67010
C -0.12911 1.27416 6.88034
H 2.15835 3.75643 6.39553
H 0.73890 4.09132 4.41097
H -2.00775 1.79258 3.40785
H -0.11247 4.06524 2.45612
H -1.51548 3.54206 1.55254
H 2.01652 3.21593 1.53073
H 2.51769 1.03317 -0.07632
H -1.42210 0.66358 1.50440
H -4.42205 4.16602 4.21859
H -4.04374 2.53013 4.00750
H -3.92934 5.32063 -0.69942
H -3.95276 5.73410 2.04077
H -0.43317 0.52223 7.58289
C -1.55160 1.50504 -4.63577
C -2.60284 0.53444 -5.11755
C -2.26803 -0.40166 -6.25599
C -3.13254 -0.20512 -3.88386
N -2.05353 -0.92044 -3.25181
C -1.10861 -0.47482 -2.36156
N -0.37800 -1.52111 -2.03883
N -0.84846 -2.60189 -2.73883
N -1.83248 -2.19515 -3.46574
H -1.21077 2.19291 -5.35530
H -0.77646 0.87077 -4.19480
H -2.05194 2.01983 -3.78555
H -3.40586 1.15347 -5.50557
H -1.40192 -1.05872 -6.02633
H -2.27062 0.22062 -7.12169
H -3.14245 -1.08214 -6.44592
H -3.98147 -0.79548 -4.12642
H -3.59826 0.49100 -3.17573
H -1.02479 0.54714 -1.96651
```

Properties
Frontier orbital gap (spin up / spin down) ... 6.86 / 6.82 eV
Net charge ... 0
E_HOMO (spin up / spin down) ... -7.54 / -7.54 eV
Expectation value of S² ... 0.753
2S+1 ... 2
E_LUMO (spin up / spin down) ... -0.68 / -0.72 eV

=====

Record 6
Molecular formula: CH2NO2P
Method: DFT, ωB97M-V/def2-TZVPD

```
7
Properties=species:S:1:pos:R:3
C -0.68588 -0.07025 -0.70579
N 0.62461 -0.00934 -0.35685
O -1.44873 0.31062 0.17096
O 0.95584 0.02193 2.17922
P 0.45702 0.91020 1.16217
H -1.15978 -0.47604 -1.70442
H 1.25691 -0.68713 -0.74529
```

Properties
Frontier orbital gap ... 10.30 eV
Net charge ... 0
E_HOMO ... -9.77 eV
E_LUMO ... 0.53 eV

=====

Result set for E: -45200.391, -28209.160, -16098.588, -51416.959, -308813.117, -15943.275 eV, one per record in the order listed.
Result set for largest force on an atom: 0.057, 0.068, 0.013, 0.039, 0.078, 0.044 Eh/bohr, one per record in the order listed.